1.
The following is a quantum chemistry calculation of the molecule C7H14N2, from the OMol25 dataset.

Results
SMILES ... CC(C)N=C=NC(C)C
LUMO ... 1.0 eV

Geometry (Å):
1 C -2.104 0.387 -2.282
2 C -1.615 1.225 -1.081
3 C -2.649 2.033 -0.288
4 N -1.223 0.233 -0.034
5 C -0.062 -0.154 -0.006
6 N 1.025 -0.686 -0.161
7 C 1.651 -1.328 0.947
8 C 1.929 -0.324 2.120
9 C 2.886 -1.880 0.416
10 H -2.960 -0.307 -2.005
11 H -1.297 -0.267 -2.566
12 H -2.478 0.980 -3.146
13 H -0.861 1.859 -1.368
14 H -3.332 1.393 0.274
15 H -3.215 2.732 -0.916
16 H -2.141 2.589 0.463
17 H 0.975 -2.116 1.292
18 H 2.650 0.411 1.922
19 H 2.109 -0.904 2.987
20 H 1.088 0.263 2.516
21 H 2.754 -2.965 0.170
22 H 3.203 -1.217 -0.446
23 H 3.667 -1.957 1.191

Atom charges from the natural (NBO) analysis, given in e for atoms 1 to 5:
1 C -0.617
2 C -0.029
3 C -0.599
4 N -0.559
5 C 0.732


2.
The following is a quantum chemistry calculation of a structure of composition C25H37AsN8S2Ti, from the OMol25 dataset.

Results
Multiplicity ... 3
Net charge ... +2
LUMO (alpha / beta) ... -5.1 / -5.2 eV

Geometry (Å):
1 Ti 0.183 -0.033 -0.544
2 C -0.989 1.623 2.094
3 C -1.167 2.580 0.908
4 N -0.115 2.432 -0.108
5 C 1.016 3.355 0.115
6 C 1.784 3.178 1.414
7 S 2.626 1.597 1.671
8 C 1.776 0.892 3.096
9 C 0.619 -0.072 2.835
10 N -0.292 0.358 1.762
11 H -1.960 1.420 2.556
12 H -0.409 2.120 2.868
13 H -1.199 3.606 1.296
14 H -2.120 2.421 0.413
15 H -0.526 2.699 -0.997
16 H 0.645 4.388 0.108
17 H 1.699 3.261 -0.727
18 H 1.163 3.387 2.284
19 H 2.555 3.952 1.424
20 H 1.476 1.717 3.744
21 H 2.539 0.356 3.663
22 H 0.076 -0.201 3.780
23 H 0.998 -1.054 2.551
24 H -0.974 -0.400 1.679
25 N 3.996 0.971 -2.124
26 C 3.394 1.895 -2.953
27 C 2.060 1.812 -2.703
28 N 1.830 0.864 -1.728
29 C 3.012 0.378 -1.417
30 C 3.073 -0.775 -0.525
31 N 1.952 -1.269 -0.034
32 C 2.307 -2.437 0.614
33 C 3.649 -2.625 0.506
34 N 4.129 -1.559 -0.230
35 H 4.987 0.809 -2.056
36 H 3.964 2.509 -3.626
37 H 1.260 2.370 -3.160
38 H 1.558 -3.045 1.093
39 H 4.300 -3.399 0.870
40 H 5.094 -1.399 -0.463
41 C 0.907 -2.189 -4.396
42 C -0.215 -1.857 -5.140
43 C -1.260 -1.214 -4.504
44 C -1.146 -0.908 -3.154
45 N -0.031 -1.149 -2.454
46 C 0.958 -1.807 -3.072
47 C -2.287 -0.382 -2.358
48 C -3.591 -0.428 -2.837
49 C -4.636 -0.125 -1.987
50 C -4.346 0.172 -0.666
51 C -3.023 0.216 -0.276
52 N -1.991 0.001 -1.104
53 H 1.739 -2.725 -4.829
54 H -0.286 -2.105 -6.189
55 H -2.153 -0.960 -5.054
56 H 1.822 -2.028 -2.460
57 H -3.789 -0.734 -3.852
58 H -5.657 -0.161 -2.343
59 H -5.122 0.368 0.060
60 H -2.772 0.421 0.753
61 C -2.847 -2.537 3.729
62 As -2.553 -3.661 2.205
63 C -1.872 -5.319 2.874
64 C -4.281 -4.040 1.470
65 S -1.296 -2.788 0.762
66 H -3.520 -3.020 4.435
67 H -3.287 -1.601 3.386
68 H -1.888 -2.343 4.207
69 H -2.582 -5.760 3.571
70 H -0.924 -5.127 3.375
71 H -1.708 -5.987 2.031
72 H -4.882 -4.596 2.187
73 H -4.141 -4.623 0.562
74 H -4.766 -3.097 1.225

Atom charges from the Löwdin analysis, given in e for atoms 1 to 5:
1 Ti 0.796
2 C -0.175
3 C -0.183
4 N -0.106
5 C -0.251


3.
The following is a quantum chemistry calculation of a structure of composition C28H62AlINO3, from the OMol25 dataset.

Results
Net charge ... -1
LUMO ... 2.2 eV

Geometry (Å):
1 C 6.180 1.506 -2.200
2 C 4.731 0.675 -2.115
3 C 4.695 -0.404 -3.347
4 C 3.424 -0.256 -4.371
5 C 1.998 0.135 -3.663
6 C 0.763 -0.596 -4.482
7 C -0.731 -0.082 -3.988
8 C -0.931 1.545 -4.023
9 C -2.562 1.818 -4.126
10 C -3.271 2.055 -2.653
11 C -3.991 0.673 -2.051
12 C -3.086 0.022 -0.850
13 C -3.496 -1.505 -0.417
14 C -3.506 -2.597 -1.640
15 Al -1.693 -3.579 -1.903
16 C -0.718 -3.864 -0.082
17 C 0.598 -2.859 -0.131
18 C 0.804 -1.982 1.259
19 I 0.380 0.165 1.025
20 C -1.909 -5.361 -2.959
21 C -2.607 -5.147 -4.428
22 C -2.195 -3.738 -5.179
23 N -0.926 -3.488 -5.965
24 O -3.081 -2.712 -5.126
25 H 6.188 2.271 -3.092
26 H 6.330 2.057 -1.155
27 H 7.059 0.749 -2.354
28 H 3.901 1.499 -2.145
29 H 4.777 0.060 -1.115
30 H 5.673 -0.197 -3.999
31 H 4.792 -1.508 -2.954
32 H 3.266 -1.332 -4.862
33 H 3.629 0.465 -5.298
34 H 1.961 -0.025 -2.500
35 H 1.841 1.306 -3.828
36 H 0.819 -1.747 -4.173
37 H 0.894 -0.481 -5.663
38 H -0.920 -0.492 -2.903
39 H -1.542 -0.581 -4.692
40 H -0.315 2.018 -4.899
41 H -0.539 2.032 -3.027
42 H -3.118 0.964 -4.746
43 H -2.756 2.818 -4.749
44 H -2.532 2.520 -1.849
45 H -4.155 2.829 -2.833
46 H -4.269 -0.058 -2.922
47 H -5.011 1.039 -1.577
48 H -3.275 0.701 0.113
49 H -1.922 0.108 -1.058
50 H -4.506 -1.445 0.185
51 H -2.680 -1.876 0.370
52 H -4.271 -3.455 -1.316
53 H -3.892 -2.190 -2.667
54 H -0.732 -2.664 -2.823
55 H -1.407 -3.586 0.848
56 H -0.352 -4.992 0.051
57 H 1.587 -3.460 -0.395
58 H 0.423 -2.092 -1.020
59 H 1.959 -2.103 1.536
60 H 0.117 -2.381 2.129
61 H -2.450 -6.188 -2.299
62 H -0.815 -5.792 -3.157
63 H -3.791 -5.126 -4.307
64 H -2.393 -6.102 -5.111
65 H -0.095 -3.344 -5.347
66 H -1.025 -2.610 -6.523
67 C 0.524 4.307 4.822
68 C -0.684 5.078 4.315
69 O -0.486 5.662 3.029
70 C -0.199 4.762 1.961
71 C -1.296 3.739 1.722
72 H 1.405 4.959 4.864
73 H 0.330 3.911 5.825
74 H 0.771 3.464 4.173
75 H -0.889 5.903 5.005
76 H -1.580 4.451 4.311
77 H 0.767 4.274 2.128
78 H -0.083 5.373 1.058
79 H -1.451 3.094 2.591
80 H -1.042 3.100 0.871
81 H -2.248 4.240 1.513
82 C 2.324 0.262 9.833
83 C 1.116 1.034 9.326
84 O 1.314 1.618 8.040
85 C 1.601 0.718 6.972
86 C 0.504 -0.306 6.733
87 H 3.205 0.914 9.875
88 H 2.130 -0.133 10.836
89 H 2.571 -0.580 9.184
90 H 0.911 1.858 10.016
91 H 0.220 0.406 9.322
92 H 2.567 0.230 7.139
93 H 1.717 1.328 6.069
94 H 0.349 -0.950 7.602
95 H 0.758 -0.944 5.882
96 H -0.448 0.196 6.524

Atom charges from the Löwdin analysis, given in e for atoms 1 to 5:
1 C -0.170
2 C -0.250
3 C -0.230
4 C -0.229
5 C -0.224


4.
The following is a quantum chemistry calculation of a cluster of 2 separate species, C9H13N2O in total, from the OMol25 dataset.

Results
Net charge ... +1
LUMO (alpha / beta) ... -6.5 / -6.5 eV

Geometry (Å):
1 C -0.279 -3.721 -1.245
2 C 0.388 -4.691 -1.217
3 C 1.002 0.560 0.323
4 C 0.532 -0.225 -2.597
5 C -2.195 -0.713 -0.283
6 C -1.404 -1.290 -1.445
7 C -1.160 -0.292 0.709
8 C -0.194 -0.452 -1.544
9 C 0.956 1.348 1.696
10 N -0.045 0.037 -0.213
11 N 2.314 1.822 1.869
12 O 2.105 0.658 -0.310
13 H 0.263 -0.644 -3.551
14 H 1.237 0.614 -2.534
15 H -2.790 0.253 -0.523
16 H -2.964 -1.345 0.122
17 H -1.093 -2.369 -1.132
18 H -1.907 -1.257 -2.407
19 H -1.456 0.663 1.131
20 H -0.848 -1.142 1.292
21 H 0.746 0.792 2.539
22 H 0.198 2.166 1.680
23 H 2.421 1.889 2.946
24 H 2.598 2.821 1.568
25 H 2.749 1.155 0.226

Atom charges from the natural (NBO) analysis, given in e for atoms 1 to 5:
1 C -0.276
2 C 0.107
3 C 0.720
4 C -0.316
5 C -0.426


5.
The following is a quantum chemistry calculation of a structure of composition CH11O7V, from the OMol25 dataset.

Results
LUMO ... -0.7 eV

Geometry (Å):
1 O -0.204 -1.620 -0.132
2 V -0.111 -0.049 -0.508
3 O -0.054 0.137 -2.047
4 C 2.847 0.768 -1.086
5 O 1.783 0.848 -0.152
6 H 3.596 0.123 -0.616
7 H 2.493 0.220 -1.966
8 H 3.240 1.728 -1.423
9 O -0.400 -4.626 0.941
10 H -0.494 -3.674 1.087
11 H -0.120 -4.981 1.791
12 O -0.310 0.565 1.702
13 H -0.962 0.867 2.344
14 H 0.517 1.030 1.926
15 O -0.994 2.300 -0.472
16 H -1.260 2.817 -1.245
17 H -1.223 2.843 0.293
18 O -2.506 0.032 -0.333
19 H -3.225 -0.323 0.201
20 H -2.614 0.995 -0.303

Atom charges from the Löwdin analysis, given in e for atoms 1 to 5:
1 O -0.363
2 V 0.897
3 O -0.317
4 C -0.233
5 O -0.409


Which formula does entry 4 have?
C9H13N2O